Entry from OMol25: the molecule C7H10 (ωB97M-V with the def2-TZVPD basis set).

Each atom is followed by the atoms it is bonded to, with distances in Å.
CARTESIAN COORDINATES (ANGSTROEM)
1 C 1.139 1.503 0.464  C2 1.508, C3 1.493, H8 1.087, H9 1.088
2 C 1.773 0.137 0.526  C1 1.508, C3 1.494, H10 1.087, H11 1.087
3 C 0.352 0.291 0.090  C1 1.493, C2 1.494, C4 1.531, C7 1.528
4 C -0.272 -0.004 -1.277  C3 1.531, C5 1.545, H12 1.094, H13 1.095
5 C -1.549 -0.513 -0.572  C4 1.545, C6 1.863, C7 1.566, H14 1.088, H16 1.137
6 C -1.150 -1.669 0.834  C5 1.863, C7 1.453, H15 1.108
7 C -0.881 -0.241 0.818  C3 1.528, C5 1.566, C6 1.453, H17 1.091
8 H 1.456 2.181 -0.325  C1 1.087
9 H 0.899 1.996 1.404  C1 1.088
10 H 2.518 -0.111 -0.226  C2 1.087
11 H 1.966 -0.296 1.505  C2 1.087
12 H -0.449 0.898 -1.871  C4 1.094
13 H 0.235 -0.743 -1.906  C4 1.095
14 H -2.514 -0.037 -0.734  C5 1.088
15 H -0.290 -2.174 0.353  C6 1.108
16 H -1.819 -1.616 -0.612  C5 1.137
17 H -1.414 0.396 1.526  C7 1.091

LUMO level   1.055 eV
F_max   0.007 hartree/bohr
Orbital gap   9.327 eV
Spin multiplicity   1
Energy   -7415.8080 eV